ORCA calculation (wB97M-V/def2-TZVPD) on C45H63ClF3I3N7O7P2 as an isolated structure at a distorted geometry.

Calculated values
Calculated total energy in Ha: -4997.63030
Gap between HOMO and LUMO in eV: 5.460
HOMO in eV: -10.6
Net charge: +1

Last column: Löwdin charge in e.
Positions of all 131 atoms, in Å:
C 8.42973 -2.35421 -1.66772  -0.107
O 8.27432 -1.85972 -0.34130  -0.194
C 8.63712 -0.49074 -0.17969  -0.220
C 7.39500 0.37753 0.24638  -0.161
C 6.87811 1.30630 -0.93575  -0.201
C 5.92333 0.43603 -1.83644  -0.195
C 4.74681 1.26656 -2.49205  -0.199
C 3.44554 0.44968 -2.75217  -0.137
C 2.14437 0.80922 -1.93491  -0.310
C 1.67588 2.29445 -2.06300  -0.161
C 2.32257 3.19402 -3.15609  -0.158
F 3.16666 4.13151 -2.50938  -0.079
C 0.97380 -0.13622 -2.57427  -0.160
P 0.34159 0.45641 -4.22044  0.592
O -0.73539 1.49679 -4.17421  -0.289
O 1.48604 1.10519 -5.21102  -0.124
O -0.26749 -0.80502 -5.12459  -0.154
C -0.12406 -0.72180 -1.60341  -0.459
N -1.42476 -0.59309 -2.32978  0.048
C -0.09839 -2.32220 -1.44367  -0.141
C 0.33114 -3.15397 -2.68171  -0.341
C -0.82042 -4.10803 -3.15959  -0.019
F 1.41612 -4.02385 -2.41385  -0.036
N -0.30320 0.01014 -0.31492  -0.533
I -1.40927 -1.06228 1.13419  1.064
P -1.20301 1.63660 -0.28766  0.667
O -2.55083 1.75207 -1.21805  -0.406
I -2.40220 1.80450 1.92339  0.489
C 1.03833 0.26507 0.46003  -0.782
F 0.88430 1.52240 1.01686  -0.251
Cl 1.21171 -0.75439 1.97052  0.649
C 2.36650 0.31840 -0.41584  -0.569
I 3.60517 1.82267 0.72350  1.206
O 3.30821 -0.70017 -0.24371  -0.265
C 3.00446 -2.06056 -0.48843  -0.153
C 4.36078 -2.87954 -0.34707  -0.336
C 4.67268 -3.74054 -1.59038  -0.054
O 4.25114 -3.81555 0.75708  -0.054
H 8.71006 -1.58767 -2.41827  0.086
H 9.13804 -3.21296 -1.73011  0.093
H 7.43660 -2.75919 -1.98938  0.069
H 9.33758 -0.45148 0.69172  0.122
H 9.19116 -0.04775 -1.03223  0.116
H 7.62479 1.04931 1.09669  0.107
H 6.60202 -0.35637 0.50775  0.091
H 6.40794 2.23271 -0.56006  0.068
H 7.78978 1.51672 -1.54011  0.105
H 6.56485 0.05198 -2.66611  0.113
H 5.52579 -0.45968 -1.32517  0.073
H 5.16924 1.56744 -3.48310  0.121
H 4.60419 2.24290 -1.98153  0.059
H 3.25226 0.54450 -3.84492  0.099
H 3.69083 -0.63624 -2.66142  0.118
H 0.57988 2.36175 -2.27279  0.071
H 1.75144 2.89580 -1.12718  0.077
H 1.54005 3.82328 -3.63743  0.134
H 2.85368 2.68276 -3.97423  0.102
H 1.61269 -1.01119 -2.86182  0.103
H 1.97387 0.39341 -5.67049  0.099
H -1.21089 -0.59671 -5.24735  0.091
H -2.21233 -0.74171 -1.69723  0.065
H -1.51530 -1.29873 -3.05278  0.067
H 0.46816 -2.68442 -0.56334  0.086
H -1.13430 -2.68164 -1.26058  0.076
H 0.60732 -2.58979 -3.59383  0.121
H -1.11235 -4.83311 -2.37826  0.098
H -0.56265 -4.57437 -4.13073  0.095
H -1.68087 -3.42863 -3.38746  0.081
H -2.79632 2.70934 -1.36341  0.029
H 2.64361 -2.27659 -1.51455  0.101
H 2.35350 -2.54388 0.27750  0.103
H 5.20464 -2.21161 -0.05226  0.133
H 5.01781 -3.11319 -2.44534  0.085
H 3.86543 -4.44292 -1.86797  0.070
H 5.54902 -4.37244 -1.32499  0.071
H 4.18867 -3.25928 1.55159  0.096
N 5.48248 -6.73118 -1.99625  0.049
C 5.91185 -7.37304 -3.08744  -0.145
C 5.39541 -8.58258 -3.52412  -0.072
C 4.37700 -9.16512 -2.78685  -0.079
C 3.91657 -8.51886 -1.65046  -0.070
C 4.49869 -7.31062 -1.30189  -0.151
H 6.71194 -6.88098 -3.63024  0.104
H 5.78107 -9.05572 -4.41727  0.103
H 3.94744 -10.11100 -3.09388  0.107
H 3.12380 -8.94234 -1.04825  0.102
H 4.16963 -6.76565 -0.42211  0.104
N -7.78639 5.12071 3.63859  0.056
C -6.56018 5.25437 4.15406  -0.125
C -5.55180 4.31482 4.00468  -0.062
C -5.82801 3.16758 3.28010  -0.112
C -7.09174 3.00475 2.73505  -0.072
C -8.02788 4.00521 2.94175  -0.164
H -6.39096 6.16754 4.71414  0.113
H -4.57661 4.47956 4.44371  0.104
H -5.06754 2.40825 3.13806  0.027
H -7.34578 2.12213 2.16237  0.107
H -9.02751 3.92255 2.53126  0.100
N 0.20337 -3.04687 5.88611  0.066
C 0.12886 -2.06288 4.98866  -0.175
C -0.90777 -1.14362 4.93377  -0.108
C -1.93100 -1.25322 5.86403  -0.074
C -1.87537 -2.26805 6.80432  -0.061
C -0.79126 -3.13303 6.77330  -0.136
H 0.95211 -2.02132 4.28241  0.058
H -0.91558 -0.36033 4.18416  0.040
H -2.76011 -0.55565 5.85570  0.108
H -2.65362 -2.38686 7.54593  0.107
H -0.70256 -3.94046 7.49146  0.109
N -4.01846 4.27851 -1.25151  0.031
C -4.05942 5.22304 -2.19887  -0.130
C -5.08901 6.14098 -2.32264  -0.055
C -6.14004 6.07905 -1.41962  -0.054
C -6.12188 5.10822 -0.42957  -0.049
C -5.04595 4.24142 -0.38774  -0.133
H -3.21963 5.23126 -2.88457  0.112
H -5.06917 6.88514 -3.10691  0.109
H -6.96343 6.77938 -1.48654  0.114
H -6.92293 5.02752 0.29307  0.098
H -4.98315 3.46501 0.36732  0.076
N -10.78256 6.01037 6.36435  0.055
C -10.31538 5.34372 5.30121  -0.151
C -10.80050 4.10602 4.90196  -0.076
C -11.81903 3.52688 5.64290  -0.083
C -12.31388 4.20071 6.74743  -0.079
C -11.76488 5.43306 7.06230  -0.157
H -9.51571 5.83843 4.75829  0.075
H -10.39332 3.60797 4.03601  0.069
H -12.22269 2.56109 5.36244  0.104
H -13.10782 3.78053 7.35045  0.100
H -12.12203 5.99957 7.91575  0.102

Force components x, y, z for each atom (eV/Å):
-0.9255 -0.8713 -0.5767
0.5244 0.5466 -1.0714
0.0635 0.6565 1.9535
0.0105 0.5727 -1.1042
0.2984 -1.9675 0.1667
-0.0147 0.8322 -0.5884
1.1697 0.0415 -0.5301
0.4396 0.0360 -0.5028
-0.5645 -0.7833 -0.1719
-0.5813 1.0133 -0.0791
-0.5008 0.8235 0.2146
-0.0553 -0.7127 -0.4747
2.4114 -1.1038 0.3001
-3.4168 2.8490 -2.2392
1.5610 -0.9960 0.7147
-0.1782 -2.1464 1.1776
1.2123 0.3892 1.4587
-2.1362 -2.3177 -2.8618
-0.1320 1.0061 0.7362
0.9483 -0.6821 0.8492
-0.6928 -1.5007 -1.1369
-0.0657 1.4439 -0.1597
-0.2635 0.9061 0.2995
0.6402 -1.7623 2.0415
-2.2816 -3.2757 -1.0579
-1.9614 4.9231 -1.4397
1.4054 -1.5676 0.8821
-0.0534 1.5104 0.0411
1.2172 0.8593 1.0058
-0.7014 -0.9908 -0.5280
1.9634 0.7762 -1.2954
1.0736 1.1290 0.1969
-0.0515 -0.0870 -0.2902
-1.3707 -0.1044 -0.0744
1.1910 -1.9978 -0.2853
-0.2334 -0.4474 0.2662
1.1419 0.2350 0.5295
-0.3718 0.8078 -0.1499
0.0325 -0.2415 0.5906
-0.2502 0.7268 0.2753
0.6794 0.2471 0.1337
-0.3044 -0.1381 -0.6762
-0.4783 -0.4530 0.1694
0.0481 -0.6799 -0.2338
0.4378 0.6529 0.2113
0.2279 -0.4791 -0.2972
-0.7538 0.5072 0.4089
-0.6006 0.0380 0.4978
0.2071 0.6479 0.0455
-0.5915 -0.1048 0.5542
-0.1851 -0.8448 -0.1198
-0.3410 0.1403 0.9368
-0.2962 0.7279 0.3365
0.7549 -0.4884 0.0493
0.3297 -0.6475 -0.5325
0.3795 -0.5721 0.3464
0.0569 0.1906 0.6746
-0.7154 0.4022 0.2403
-0.0429 0.4543 -0.0374
0.3013 0.1646 -0.0897
0.1545 0.0037 -0.1276
0.2890 0.0346 0.1211
-0.0001 0.2205 -0.5985
0.6457 0.7649 0.1243
0.0243 0.0503 0.7243
0.2235 0.3058 -0.4725
0.0354 -0.0101 0.8025
0.3332 -0.6872 0.2435
-0.2763 0.2425 0.1543
-0.0928 0.4835 0.5929
0.0988 0.7373 -0.5809
-0.5827 -0.1077 -0.7571
-0.5891 -0.3337 0.4327
0.2372 0.6533 0.1223
-0.6358 0.3516 -0.2199
0.1253 -0.4793 -0.1356
-0.0860 -0.4986 -0.2000
0.0038 0.2264 0.2102
-0.0478 -0.0185 0.0295
-0.0463 -0.0813 -0.0250
0.0320 -0.0160 -0.0786
0.1792 0.2528 0.0121
0.0013 -0.0611 -0.0410
0.0138 0.0243 0.0189
0.0174 0.0220 0.0091
0.0236 0.0235 0.0111
-0.0244 -0.0327 0.0123
0.6658 -0.4073 -0.3431
-0.3247 0.1810 -0.0221
0.0135 -0.0744 -0.0486
0.0405 -0.0255 0.0080
0.0518 -0.0248 -0.0124
-0.0064 0.3119 0.0717
0.0556 -0.0292 0.0128
-0.0329 0.0332 0.0120
-0.0775 0.0078 0.0339
-0.0321 0.0227 0.0102
0.0524 -0.0398 -0.0985
-0.2637 0.2176 -0.0521
0.0344 -0.2277 0.1441
-0.0423 -0.0593 -0.0570
-0.1171 0.0506 -0.0020
-0.0006 0.0719 -0.0694
0.2844 -0.1198 -0.0944
0.0273 0.0299 0.0361
0.0558 0.0553 0.0636
0.0259 -0.0097 0.0134
0.0346 -0.0141 0.0002
-0.0565 0.0283 0.0154
-0.1955 -0.0063 -0.0613
0.2270 -0.1776 0.0314
-0.0766 -0.0410 0.1284
-0.0160 0.0582 -0.0473
0.0609 0.0870 -0.0894
0.4146 -0.3120 -0.0502
-0.0494 0.0488 -0.0313
0.0347 -0.0357 0.0059
0.0252 -0.0206 0.0001
0.0564 -0.0274 0.0261
-0.0774 0.0349 0.0277
-0.1871 -0.3695 -0.0724
-0.0690 0.4559 0.2667
-0.1343 0.0591 0.2080
-0.0157 -0.0976 -0.0526
0.0079 -0.0541 -0.0460
0.2251 0.2596 -0.0449
-0.2322 -0.1787 0.0481
-0.0316 -0.0252 0.0278
0.0008 0.0262 0.0080
0.0124 0.0307 0.0004
-0.0397 -0.0579 0.0097


ORCA calculation (wB97M-V/def2-TZVPD) on C45H64ClN4O4Ti as an isolated structure at a distorted geometry.

Calculated values
Multiplicity: 3
Calculated total energy in Ha: -3582.89343
Gap between HOMO and LUMO (alpha / beta) in eV: 6.764 / 6.582
Energy relative to the best compared isomer or geometry (same formula, charge and spin) in kcal per mole: 14.2
HOMO (alpha / beta) in eV: -4.9 / -4.9
Net charge: -1

Last column: Löwdin charge in e.
Positions of all 119 atoms, in Å:
Ti -0.77540 -0.99588 -1.65905  1.083
C -3.13422 -2.89284 -3.25436  -0.061
N -3.00434 -2.20813 -1.94476  -0.274
C -4.19696 -1.36312 -1.78157  -0.077
C -2.95148 -3.17181 -0.86919  -0.232
C -1.54986 -3.57575 -0.43724  -0.138
N -0.72969 -2.36930 0.02077  -0.196
C -1.26720 -1.81354 1.29487  -0.075
C -1.17344 -0.28815 1.56708  -0.071
C -0.77168 0.18080 2.83461  0.029
C -0.77150 1.55733 3.13446  -0.119
C -1.28432 2.44733 2.13453  0.003
C -1.85824 1.98986 0.96830  -0.130
C -1.73241 0.63316 0.62419  -0.282
O -1.99604 0.21138 -0.59621  -0.226
C -2.54369 2.91168 0.03176  -0.470
C -2.78873 4.28269 0.73847  -0.076
C -1.64129 3.17439 -1.25022  -0.034
C -3.97888 2.33593 -0.36793  -0.015
C -0.30547 2.13265 4.50819  -0.573
C 0.07187 3.53026 4.43233  -0.096
C -1.50416 2.03500 5.46645  -0.055
C 0.79228 1.35900 5.20562  -0.058
C 0.67536 -2.83998 0.22725  -0.125
C 1.61412 -1.81546 0.71353  -0.121
C 2.30201 -2.08885 1.87981  -0.012
C 3.11483 -1.16481 2.50143  -0.178
C 3.23485 0.04886 1.81294  0.009
C 2.63867 0.38364 0.59578  -0.047
C 1.74652 -0.55069 0.05075  -0.259
O 0.98104 -0.32620 -0.97927  -0.201
C 2.77618 1.90453 0.16246  -0.485
C 2.23633 2.79288 1.26262  -0.053
C 1.96205 2.31355 -1.07542  -0.064
C 4.26153 2.25750 -0.23888  -0.043
C 3.89975 -1.50857 3.77661  -0.496
C 5.13475 -2.38929 3.37078  -0.036
C 2.93275 -2.23159 4.81003  -0.026
C 4.43512 -0.31774 4.55663  -0.088
H -2.46542 -3.74150 -3.26476  0.036
H -4.14789 -3.18903 -3.47621  0.093
H -2.65531 -2.24803 -3.97633  0.073
H -5.02761 -2.07244 -1.74270  0.097
H -4.21039 -0.69747 -2.65890  0.078
H -4.15503 -0.78530 -0.85947  0.070
H -3.44583 -4.11539 -1.12876  0.052
H -3.54333 -2.81975 -0.05680  0.101
H -1.04806 -4.06594 -1.24030  0.073
H -1.67820 -4.22397 0.41293  0.125
H -0.83919 -2.32489 2.17548  0.136
H -2.29034 -2.10588 1.28678  0.102
H -0.44881 -0.42581 3.59913  0.082
H -1.10151 3.42897 2.32988  0.056
H -1.88353 4.94656 0.86834  0.094
H -3.29721 4.08657 1.70698  0.087
H -3.52371 4.91046 0.16281  0.088
H -0.83227 3.90715 -1.15436  0.078
H -2.37153 3.47410 -2.07345  0.089
H -1.14663 2.30569 -1.68135  0.039
H -4.64382 2.65874 0.40014  0.063
H -3.98567 1.24829 -0.46590  0.048
H -4.22980 2.76607 -1.37917  0.089
H -0.71891 4.15681 4.08978  0.064
H 0.81213 3.72477 3.60604  0.099
H 0.47633 4.12079 5.29961  0.113
H -2.26467 2.72740 5.12025  0.078
H -1.24002 2.42918 6.44262  0.075
H -1.99947 1.05044 5.53540  0.097
H 1.81327 1.53157 4.84030  0.074
H 0.63381 0.33669 5.38464  0.049
H 0.87705 1.83600 6.24234  0.105
H 1.05235 -3.32108 -0.63885  0.112
H 0.55591 -3.73014 0.85670  0.134
H 2.18516 -3.10852 2.29642  0.128
H 3.89848 0.77083 2.35091  0.111
H 1.20460 2.65195 1.38974  0.050
H 2.37455 3.80298 0.91479  0.081
H 2.68906 2.65415 2.23893  0.077
H 0.92353 2.17011 -0.87782  0.052
H 2.23029 1.73974 -1.94730  0.055
H 2.21381 3.37659 -1.31110  0.100
H 4.93914 1.82934 0.52060  0.070
H 4.30625 3.33329 -0.41509  0.070
H 4.58219 1.76323 -1.20099  0.093
H 4.95403 -3.20250 2.65863  0.084
H 5.55608 -2.78048 4.33667  0.089
H 5.89362 -1.78876 2.99092  0.045
H 2.27474 -2.74253 4.21745  0.012
H 2.35195 -1.41539 5.31525  0.081
H 3.37414 -2.85714 5.61540  0.090
H 5.18280 0.27580 3.95135  0.095
H 4.98327 -0.57270 5.50253  0.102
H 3.71523 0.36706 4.83992  0.025
N 1.61834 0.14325 -3.72506  0.125
C 0.84956 0.01398 -4.83316  -0.264
C 1.40289 -0.37557 -6.01030  -0.049
C 0.60508 -0.57953 -7.14102  -0.093
C -0.72945 -0.33134 -7.13738  -0.076
C -1.35019 0.15409 -5.98866  -0.195
C -2.67599 0.55224 -5.79576  -0.021
C -3.24940 1.01112 -4.63534  -0.046
C -2.45617 0.91121 -3.48365  -0.165
N -1.22714 0.43606 -3.53283  0.081
C -0.63773 0.08402 -4.78764  -0.087
H 1.31933 -0.10857 -2.75355  0.056
H 2.57209 -0.24348 -3.86640  0.121
H 2.51380 -0.46236 -6.01534  0.128
H 1.13121 -0.81259 -8.08842  0.114
H -1.37543 -0.39249 -8.04056  0.119
H -3.38726 0.55260 -6.64991  0.125
H -4.28570 1.40307 -4.66681  0.120
H -2.82893 1.21777 -2.49243  0.082
Cl -2.72320 -6.43064 -2.06093  -0.561
C 0.22921 -4.58790 -3.67724  0.191
C 0.75003 -3.20373 -3.31169  -0.589
O 1.91534 -3.02000 -3.39213  0.083
O -0.11819 -2.22127 -2.87537  -0.225
H 1.09840 -5.30649 -3.65415  0.089
H -0.67107 -5.02080 -3.56242  -0.056

Force components x, y, z for each atom (eV/Å):
-1.1013 0.6370 0.7630
1.7157 0.4064 0.5192
0.3080 0.7001 -0.5545
0.5583 -0.3160 -0.3313
0.1895 -1.2877 0.0758
-0.6490 1.8843 0.8630
0.3276 -0.3972 -0.3693
0.6182 0.7122 0.3819
-0.6090 -0.0209 0.2249
-0.7709 2.3531 -1.7446
-0.0926 0.4048 -1.1592
0.6551 -3.7673 1.4936
0.3467 -0.4623 0.1599
1.4459 -0.8895 1.0351
0.0244 -0.5744 -0.6738
0.1270 1.2280 -1.2625
-0.7019 0.7137 -0.4404
-1.6314 -0.0264 -0.9880
1.7956 0.5998 -1.2478
-1.1545 -2.6271 0.4144
2.1944 3.5021 -1.3927
-0.9505 0.3025 -0.1970
1.5812 2.1118 1.6734
-1.2219 -0.7463 0.1283
0.5108 0.8528 0.6415
-0.2652 -1.1739 0.1612
0.3339 0.8862 -0.3284
1.3253 0.2381 1.3779
-0.2318 1.3624 0.4052
0.0316 -1.2492 1.0512
-0.7478 0.5904 -1.2279
0.5766 -1.0937 -1.2889
1.4431 0.1570 0.1243
0.8892 0.2497 0.0109
-0.4234 -1.4948 0.0484
0.1506 -0.9063 0.7722
-1.2744 -1.0238 2.2332
1.3705 2.2242 0.8388
3.1443 0.0150 -0.8277
-0.2572 -0.5755 0.2335
-0.3226 -0.0876 -0.1356
-0.5370 0.4742 -0.6836
-0.5704 0.4378 -0.1967
-0.5503 -0.2259 0.4316
0.0978 -0.0504 -0.1241
0.0874 -0.0927 -0.3268
-0.1988 0.5971 0.9078
0.4439 -0.4305 -0.4025
0.2123 -0.6876 0.2820
0.1917 0.0024 -0.4173
-0.9859 0.1133 0.1017
0.7904 -1.8809 1.3310
-0.2469 2.6788 0.1729
-0.7937 -1.0074 0.0077
0.5307 0.2602 -0.3663
0.6513 -0.6214 0.1988
-0.4679 0.1766 0.3978
1.0823 0.2046 0.8401
-0.1460 -0.3030 0.4858
-0.8409 0.1523 0.3490
0.0551 0.2959 0.1428
-0.1756 -0.2459 1.1063
-1.1125 0.4059 -0.0707
-0.2020 -0.4598 0.7655
-0.3223 -1.3309 -0.2018
-0.3852 0.0511 -0.2777
0.1877 -0.2928 0.3795
0.5693 0.2605 0.0310
-0.3356 -0.2544 -0.6056
-0.3658 -1.4536 -0.0955
-0.2100 -0.6863 -1.0439
0.1087 0.0309 -1.5736
0.4481 0.3470 0.7938
-0.0147 0.6685 -0.1933
-0.6974 -0.2626 -0.8947
-1.5339 -0.4244 0.0782
0.1371 0.7144 0.1875
0.3205 0.0473 0.1137
-0.7859 0.1727 -0.0765
0.0315 -0.2004 -0.2515
-0.4411 -0.5813 0.2559
0.0211 0.8314 -0.1441
0.4205 0.0046 0.4134
-0.6629 0.3403 0.8276
-0.2821 0.1459 0.3250
-0.3019 -0.0994 -0.8658
1.2544 1.2768 -1.0019
-1.8525 -1.8305 -0.8695
0.3730 -0.7074 -0.3662
0.1071 0.3524 -0.7857
-0.5797 -0.5864 0.4995
-0.4826 -0.3156 -0.8517
-1.8492 1.2968 0.4689
1.4733 -0.2523 1.0067
-2.3546 -1.5034 1.3953
1.1129 0.1898 -0.6382
1.0635 0.1538 -1.2287
-1.2386 0.3564 -1.9605
0.0552 -1.0100 2.1609
-2.5600 0.5563 -1.6109
0.2323 -0.1074 -0.6769
0.1831 0.1081 0.4167
0.7235 -0.6850 -1.1651
1.4541 2.1863 2.3163
0.0125 0.5316 -1.1643
-1.0921 0.4266 0.1559
-1.0013 -0.1328 -0.3522
-0.5789 -0.1430 0.6620
0.8158 -0.0692 0.5230
0.8169 -0.0475 0.2336
0.8723 -0.3841 0.3272
0.2724 -0.4412 -0.5838
0.1213 0.1522 -0.0439
4.7939 1.5856 0.7440
-3.6248 -0.7142 0.1511
2.5042 0.8168 -0.0969
0.9895 -2.2404 -1.1709
-1.0717 0.8682 -0.3939
-3.4240 -0.9213 0.3248


Which of these has the lowest calculated total energy?
C45H63ClF3I3N7O7P2


net charge of number 2 (C45H64ClN4O4Ti)?
-1


The lowest calculated total energy belongs to which entry?
C45H63ClF3I3N7O7P2